1.
20
Properties=species:S:1:pos:R:3 method="wB97M-V/def2-TZVPD" lumo_ev=0.95 multiplicity=1 e_above_lowest_kcal_mol=18.95
H -1.0438 2.1056 0.2613
H 1.6843 1.9793 1.7326
H -0.8844 -3.1662 -0.9178
H 0.5199 1.8239 -0.4649
H -2.1594 -1.9405 -0.9168
C 0.2386 -0.6535 -1.5692
C -1.2729 -2.2960 -0.3857
C 0.0199 2.3301 0.3485
H 0.3525 2.6029 2.4868
H -1.5503 -2.7489 0.5707
H 0.3001 3.3667 0.1900
O 0.8930 -1.8784 0.4219
H 0.0278 -1.2950 -2.4219
C -0.2336 -1.2322 -0.2439
H 0.3604 0.9338 2.0792
H 1.6911 -1.4373 0.1183
C 0.5956 1.9272 1.6912
H -0.3336 0.2396 -1.8676
H -0.4438 -0.4067 0.4327
H 1.2387 -0.2544 -1.5453

2.
20
Properties=species:S:1:pos:R:3 method="wB97M-V/def2-TZVPD" lumo_ev=0.94 multiplicity=1 e_above_lowest_kcal_mol=12.96
H 1.2697 0.4953 0.4996
H 0.4225 1.1283 4.0546
C 0.4429 -0.1640 0.8022
H -0.9751 2.1696 0.7597
H 0.7891 -2.4871 -5.9935
H -1.4878 -0.6664 -0.1422
H 1.5802 1.0997 2.8478
H -1.1318 0.1035 2.1939
C 0.7460 0.4951 3.2138
H 0.6887 -1.1669 1.1488
H 0.5815 2.4739 1.5197
H -0.4841 -3.1730 -6.2812
C -0.4192 2.0822 1.6834
C -0.4932 -0.2842 -0.3601
H 1.0228 -0.4931 3.5730
O -0.1559 -2.2974 -6.0568
H -0.1130 -0.8207 -1.2331
C -0.1794 0.6091 1.9926
H -0.9474 2.5590 2.5106
H -0.5855 0.6883 -0.8654

3.
20
Properties=species:S:1:pos:R:3 method="wB97M-V/def2-TZVPD" lumo_ev=0.95 multiplicity=1 e_above_lowest_kcal_mol=48.19
H 0.8980 -0.0532 -1.0860
H -1.8188 -2.1471 1.6239
H -0.3368 -1.3603 -0.4607
C 1.2276 -1.1131 1.0059
H -1.8869 -0.5782 2.6575
O 3.5345 2.9658 -4.3032
C -2.1417 -1.1675 1.7654
H -2.3531 -0.3337 -0.4034
H 3.6999 2.7351 -5.2512
H 0.6215 -1.3331 1.9376
H -3.2637 -1.2234 1.8521
H -0.6743 1.1550 -0.7035
H 1.7356 -1.9606 0.6117
C 0.3398 -0.5158 -0.0495
H -2.8233 0.6889 0.9388
H -0.3748 1.2704 1.2785
C -2.0434 -0.0014 0.6693
C -0.6977 0.6583 0.3638
H 2.0226 -0.3646 1.3610
H 4.3347 2.6785 -3.8080

4.
20
Properties=species:S:1:pos:R:3 method="wB97M-V/def2-TZVPD" lumo_ev=1.07 multiplicity=1 e_above_lowest_kcal_mol=21.43
O -1.7574 0.9156 4.3952
H -0.2706 -2.2497 -5.4145
C 1.9210 -1.3387 -4.0967
H -0.3935 1.8687 7.3237
H 0.9760 0.5033 -4.8446
H 2.7251 -0.8383 -3.5456
H 0.3686 2.0369 5.8652
C -0.0848 -1.1825 -5.5782
H 1.7250 -2.2385 -3.5044
H 0.1516 -0.3097 -3.6013
C -0.3662 1.3862 6.3381
H 2.4435 -1.7330 -4.9797
H -0.9998 -0.6600 -5.8731
C 0.7372 -0.5024 -4.5058
H -0.0156 0.3754 6.5210
H -1.9711 2.5635 5.4100
H -1.4959 0.0012 4.5502
H 0.5234 -1.2732 -6.4849
C -1.7174 1.5459 5.6974
H -2.4989 1.1294 6.3279